No. 1
The following is a quantum chemistry calculation of a molecular structure, C11H20EuN4P in a non-equilibrium geometry, from the Open Molecules 2025 dataset.

Charge ... -1
HOMO level (alpha / beta) ... -1.23 / -0.97 eV
Kohn-Sham gap (alpha / beta) ... 3.92 / 3.69 eV
LUMO energy (alpha / beta) ... 2.690 / 2.719 eV
Spin multiplicity ... 8

CARTESIAN COORDINATES (ANGSTROEM)
Eu 1.663 2.275 -0.513
P -0.856 3.605 -1.189
N 1.251 -1.312 1.856
N 0.370 0.585 0.536
N -1.178 -1.089 1.435
N -0.042 0.481 2.982
C 0.063 0.176 -3.156
C 1.229 -0.685 -2.749
C -0.528 -2.046 -3.379
C 1.075 -0.498 3.091
C -0.975 -0.702 -3.543
C 1.496 -0.379 0.718
C -1.285 -0.285 2.681
C 0.819 -2.029 -2.913
C 0.244 1.369 1.811
C -0.033 -2.021 1.594
C -0.878 -0.174 0.314
H 2.006 0.053 3.285
H -0.587 2.079 1.696
H -1.693 0.551 0.205
H -2.171 3.050 -1.042
H 1.198 1.901 2.015
H 0.853 -1.182 3.924
H 0.072 -2.610 0.670
H -0.244 -2.680 2.448
H -1.954 -0.400 -3.914
H -1.476 -0.975 3.516
H -1.155 4.851 -0.546
H -0.750 -0.758 -0.603
H -1.109 -2.938 -3.600
H 2.431 0.186 0.924
H 1.438 -2.905 -2.722
H -2.117 0.425 2.570
H 1.592 -0.970 -0.202
H -1.062 4.100 -2.517
H 0.069 1.269 -3.202
H 2.223 -0.316 -2.479

No. 2
The following is a quantum chemistry calculation of a molecular structure, C11H20F2O7STl in a non-equilibrium geometry, from the Open Molecules 2025 dataset.

Charge ... +1
Energy above the lowest of the compared OMol25 structures with the same formula, charge and spin ... 1.460 eV
HOMO level ... -13.39 eV
Kohn-Sham gap ... 3.07 eV
LUMO energy ... -10.320 eV

CARTESIAN COORDINATES (ANGSTROEM)
Tl 0.161 -0.205 -0.316
S 2.848 3.270 -0.571
F 0.871 1.164 -2.798
F -1.807 -2.423 -0.392
O 2.349 4.825 0.033
O -3.945 -0.265 2.878
O 4.245 3.020 -0.135
O 1.473 -2.855 0.073
O 1.856 2.265 -0.208
O 2.358 -4.346 -1.324
O -2.201 0.008 1.518
C -4.275 -0.979 0.676
C 1.443 -3.967 -0.420
C -5.641 -0.989 1.366
C -5.348 -0.464 2.811
C 2.084 -5.650 -1.726
C 0.403 -5.066 -0.198
C 2.519 6.806 1.176
C 0.602 -5.860 -1.463
C 3.344 5.675 0.564
C -3.341 -0.356 1.699
C 2.858 3.448 -2.383
H 3.242 2.499 -2.756
H 3.076 7.363 1.929
H -4.091 -0.479 -0.275
H -0.136 -5.487 -2.173
H -6.256 -0.265 0.830
H 1.566 6.465 1.580
H -5.922 0.428 3.059
H 4.030 6.058 -0.191
H 1.881 3.682 -2.806
H 0.405 -6.931 -1.431
H -3.965 -2.024 0.681
H -0.536 -4.574 0.055
H 2.715 -6.309 -1.129
H 2.273 -5.652 -2.799
H 0.691 -5.644 0.680
H 3.587 4.217 -2.639
H 2.386 7.580 0.419
H 3.938 5.186 1.336
H -5.659 -1.195 3.557
H -6.083 -1.973 1.213